1.
{
  "formula": "C5H15Ba2F3NO4",
  "method": "the ωB97M-V functional and the def2-TZVPD basis",
  "symbols": ["N", "H", "H", "H", "H", "Ba", "Ba", "O", "H", "C", "O", "O", "C", "F", "F", "F", "C", "C", "H", "H", "H", "H", "H", "H", "C", "O", "H", "H", "H", "H"],
  "xyz": [[-4.556224, -5.190036, 0.793971], [-5.082745, -4.330899, 0.862926], [-3.581859, -4.927232, 0.834739], [-4.784912, -5.579464, -0.109434], [-4.763121, -5.964344, 1.408591], [1.661728, -7.624608, -0.130470], [3.078651, -2.068862, 3.491791], [-0.491800, -3.481044, 0.484088], [-0.694712, -2.644951, 0.021150], [3.416049, 3.195572, 0.797468], [3.214449, 1.988855, 0.040008], [3.649359, 2.619327, 2.049443], [4.575550, 4.235912, 0.278243], [5.877019, 3.921165, 0.627510], [4.649340, 4.298671, -1.011073], [4.437475, 5.504838, 0.704661], [2.648290, 2.098956, -1.274053], [2.998739, 0.920247, -2.146018], [4.058549, 0.666616, -2.122336], [2.521694, 0.004244, -1.797515], [2.722321, 1.018467, -3.195805], [2.881795, 3.006291, -1.831131], [1.569300, 2.174271, -1.139170], [2.472208, 3.732001, 0.894999], [-5.093192, 0.474685, 0.205657], [-6.129836, -0.449442, 0.234697], [-4.896548, 0.865353, 1.204061], [-4.143887, 0.112628, -0.189104], [-5.287035, 1.364657, -0.393074], [-6.926645, 0.058125, 0.405177]],
  "atomic_forces_ev_per_a": [[0.1, -0.3, -0.9], [-0.8, 0.3, 0.7], [0.8, 0.1, 0.0], [0.2, 0.1, -0.9], [-0.4, 0.3, 1.1], [-0.2, 0.5, -0.2], [-0.2, 0.9, -0.5], [0.2, -0.3, 0.3], [0.3, -0.7, 0.1], [1.3, -2.8, 2.7], [0.7, 1.0, -1.8], [0.0, 1.9, -1.2], [1.9, -0.1, 1.4], [-1.4, -0.7, 0.6], [-0.9, -0.2, -2.3], [-1.0, -0.7, 0.5], [-0.8, 0.5, -0.4], [0.3, -1.1, 0.3], [0.2, 0.5, 0.0], [-0.3, -0.1, 0.1], [-0.1, 0.4, 0.1], [0.6, 0.2, 0.4], [-0.3, -0.2, -0.1], [-0.3, 0.7, -0.3], [1.1, 1.6, 0.4], [-0.3, -0.7, -0.3], [0.2, -0.1, 0.3], [-0.3, -0.7, 0.0], [-0.4, 0.0, -0.3], [-0.2, -0.2, 0.0]],
  "e_lumo_ev": -11.0,
  "total_charge": 3
}

***

2.
{
  "formula": "C5H15CsN3O2",
  "method": "the ωB97M-V functional and the def2-TZVPD basis",
  "symbols": ["Cs", "C", "C", "C", "O", "C", "N", "H", "H", "H", "H", "H", "H", "H", "H", "H", "H", "H", "C", "O", "N", "N", "H", "H", "H", "H"],
  "xyz": [[2.699798, 0.223836, -1.240150], [-0.800392, -0.836254, -2.395880], [-0.734942, -0.654194, -0.828880], [-0.858462, 0.796046, -0.422750], [0.069298, 1.498516, -1.073830], [-0.200252, 2.928616, -1.094820], [-1.980772, -1.290724, -0.372950], [0.171888, -0.494374, -2.750670], [-1.563942, -0.310914, -2.969580], [-0.792212, -1.910604, -2.579740], [0.141088, -1.152134, -0.413300], [-0.488372, 0.837916, 0.601640], [-1.874802, 1.184776, -0.486450], [0.717758, 3.492876, -1.259080], [-0.624692, 3.234306, -0.138530], [-0.837652, 3.246496, -1.919910], [-2.427622, -1.589914, -1.227880], [-2.574082, -0.533594, -0.064980], [1.546478, -0.742364, 2.254180], [1.786228, 0.241686, 1.615280], [0.619888, -0.721834, 3.174920], [2.200188, -1.846854, 2.061950], [0.204728, 0.170726, 3.400930], [0.547508, -1.449514, 3.871590], [3.080648, -1.702064, 1.588750], [1.972708, -2.620464, 2.670130]],
  "atomic_forces_ev_per_a": [[0.1, 0.1, 0.1], [2.4, 0.0, 1.1], [-2.9, 0.0, -2.2], [0.2, -1.7, 2.3], [2.0, 3.8, -2.9], [0.5, -0.3, 0.1], [0.1, -0.3, 0.4], [0.0, 0.1, -0.7], [-0.2, 0.0, 0.5], [-0.4, 0.0, -0.2], [0.1, 0.0, 0.1], [-1.0, -0.1, 0.9], [-0.1, 0.0, -0.4], [0.3, -0.3, 0.2], [0.0, 0.0, 0.0], [-0.4, -0.5, 0.0], [-0.4, -0.5, 0.3], [-0.4, -0.3, 0.5], [-0.6, 1.0, 0.7], [1.0, 3.1, -2.6], [-2.2, -0.3, 2.4], [1.3, -2.9, -0.4], [0.1, -0.2, -0.1], [-0.1, 0.2, -0.1], [-0.1, -0.8, 0.4], [0.8, -0.2, -0.4]],
  "e_lumo_ev": -3.0,
  "total_charge": 1
}

***

3.
{
  "formula": "C5H15N2",
  "method": "the ωB97M-V functional and the def2-TZVPD basis",
  "symbols": ["C", "N", "C", "C", "N", "C", "C", "H", "H", "H", "H", "H", "H", "H", "H", "H", "H", "H", "H", "H", "H", "H"],
  "xyz": [[0.646139, 0.440406, -0.616956], [1.305291, -0.786011, -0.338887], [2.707891, -0.906240, -0.195600], [-0.418715, 0.699588, 0.441135], [-1.535355, -0.418414, 0.162517], [-2.416984, -0.028955, -1.006190], [-0.138877, 0.785547, 1.952824], [0.111531, 0.416950, -1.688890], [1.254711, 1.338743, -0.714397], [1.033786, -1.428532, -0.936216], [3.224347, -0.707457, -1.288021], [3.287011, -0.156224, 0.483154], [2.950545, -2.023688, -0.064628], [-1.017164, 1.633591, 0.153156], [-1.999890, -0.566008, 1.101028], [-1.025153, -1.261290, -0.076062], [-1.677307, 0.189577, -1.936228], [-3.143874, -0.828654, -1.239965], [-3.073472, 0.833029, -0.984301], [0.926589, 0.464265, 2.001007], [-0.175886, 1.952530, 2.261915], [-0.825167, 0.357247, 2.529606]],
  "atomic_forces_ev_per_a": [[-1.2, 1.0, -1.4], [1.2, 3.1, 3.7], [3.6, 0.1, -2.6], [-3.6, 1.1, -1.1], [0.3, 2.9, 0.2], [1.0, -0.5, -2.4], [4.4, 4.6, -3.2], [1.1, -0.1, 2.3], [0.6, -0.1, 0.3], [-1.8, -4.0, -3.4], [-0.7, -0.2, 2.3], [-1.5, -1.7, -0.7], [-0.2, 1.9, 0.5], [0.9, -1.2, 0.2], [-0.7, -0.2, -0.6], [0.2, -1.2, -0.2], [-1.9, -0.9, 2.2], [0.9, -0.1, 0.1], [0.5, 0.5, 1.2], [-0.9, -0.2, 1.0], [0.2, -2.5, -0.8], [-2.4, -2.3, 2.4]],
  "e_lumo_ev": [0.9, 0.7],
  "spin_multiplicity": 2
}

***

4.
{
  "formula": "C5H15N2",
  "method": "the ωB97M-V functional and the def2-TZVPD basis",
  "symbols": ["C", "C", "C", "C", "N", "C", "N", "H", "H", "H", "H", "H", "H", "H", "H", "H", "H", "H", "H", "H", "H", "H"],
  "xyz": [[3.384485, 0.053688, 0.610633], [0.206430, 1.089525, 1.023587], [0.283899, 1.154550, -0.279005], [-1.704076, -1.166108, -0.876278], [-2.932881, -1.069369, -0.125520], [-3.562603, 0.245682, -0.172815], [4.164003, -0.620687, -0.411631], [2.319628, 0.074702, 0.315519], [3.626252, -0.368141, 1.590298], [0.818843, 0.521806, 1.730733], [-0.130515, 1.985156, 1.579094], [-0.919156, -0.432709, -0.515559], [-0.604682, 1.505472, -0.812307], [-1.247919, -2.136363, -0.623711], [-1.910677, -1.286010, -1.936866], [-2.630024, -1.227593, 0.833200], [-2.870598, 1.051007, 0.155546], [-4.408218, 0.363299, 0.508461], [-3.805632, 0.521493, -1.199645], [3.631034, -1.294601, -0.945072], [3.687399, 1.098083, 0.672962], [4.604999, -0.062872, -1.121614]],
  "atomic_forces_ev_per_a": [[0.5, 0.5, -1.0], [2.1, 0.3, 0.6], [-3.1, 0.8, 1.8], [-0.8, -2.3, 0.3], [1.5, 1.1, 0.6], [0.4, 0.9, -0.1], [0.0, -0.6, -0.4], [0.4, -0.4, 0.5], [-0.7, -0.2, 0.0], [-0.7, -0.8, -0.2], [0.0, 0.4, -0.7], [0.2, 0.2, -0.7], [0.9, -0.2, -1.2], [0.0, 0.3, 0.1], [0.4, 1.1, -0.2], [-0.7, -0.4, 0.1], [0.0, -0.3, 0.0], [-0.1, -0.5, -0.4], [-0.4, -0.3, 0.1], [0.0, -0.2, 0.4], [0.1, 0.1, 0.0], [0.1, 0.6, 0.3]],
  "e_lumo_ev": -8.4,
  "total_charge": 1
}

***

5.
{
  "formula": "C5H15N2",
  "method": "the ωB97M-V functional and the def2-TZVPD basis",
  "symbols": ["C", "N", "C", "C", "H", "H", "H", "H", "H", "H", "H", "H", "H", "C", "C", "N", "H", "H", "H", "H", "H", "H"],
  "xyz": [[-0.765919, 1.838467, -0.057390], [-0.913958, 0.396439, -0.377795], [-2.268163, -0.092302, 0.009000], [-0.635007, 0.125386, -1.808579], [-0.840132, 1.970543, 1.014060], [-1.542262, 2.393902, -0.571609], [0.212717, 2.186983, -0.385372], [-2.341930, -1.153630, -0.209725], [-2.411289, 0.072148, 1.071077], [-3.011543, 0.441298, -0.575496], [-0.734016, -0.939538, -1.995069], [0.364950, 0.474426, -2.048306], [-1.342519, 0.676325, -2.419621], [2.558803, -0.144538, 1.137656], [1.318559, -2.098790, 0.846616], [1.342636, -0.843256, 0.743984], [2.324128, 0.489005, 1.988062], [2.898863, 0.487314, 0.317119], [3.367828, -0.830186, 1.384377], [2.170618, -2.676380, 1.202186], [0.417450, -2.639907, 0.567656], [-0.169817, -0.133719, 0.167164]],
  "atomic_forces_ev_per_a": [[0.3, -0.1, -0.1], [-0.2, -0.2, 0.1], [0.2, -0.1, -0.1], [0.0, 0.2, -0.1], [-0.1, 0.0, 0.2], [-0.1, 0.1, 0.0], [-0.1, -0.1, 0.0], [0.0, -0.1, 0.0], [-0.1, 0.1, 0.1], [-0.1, 0.1, 0.0], [0.1, 0.0, 0.0], [0.1, -0.1, 0.1], [-0.2, 0.0, 0.0], [0.0, 0.0, -0.2], [0.0, -0.1, -0.1], [-0.1, 0.0, 0.0], [0.1, 0.1, 0.1], [-0.1, 0.1, 0.0], [0.0, -0.1, 0.2], [0.0, -0.1, 0.0], [0.0, 0.0, 0.0], [0.1, 0.3, -0.1]],
  "e_lumo_ev": -2.6,
  "total_charge": 1
}

***

6.
{
  "formula": "C5H15N2",
  "method": "the ωB97M-V functional and the def2-TZVPD basis",
  "symbols": ["C", "C", "C", "C", "C", "N", "N", "H", "H", "H", "H", "H", "H", "H", "H", "H", "H", "H", "H", "H", "H", "H"],
  "xyz": [[1.858808, 1.237441, -0.537119], [0.716903, 1.075526, 0.519132], [0.808151, -0.229471, 1.317557], [-0.557430, -0.714337, 1.767870], [-1.410349, -1.188331, 0.603451], [-1.722151, -0.143910, -0.282998], [-0.093341, -0.116074, -2.505659], [1.559120, 0.574863, -1.340827], [2.816267, 0.847115, -0.155986], [2.027026, 2.274456, -0.937752], [-0.250684, 0.908076, -0.035226], [1.444252, -0.118288, 2.225679], [1.324444, -1.000058, 0.696919], [-1.277486, 0.024607, 2.151721], [-0.429432, -1.517256, 2.506053], [-0.957063, -2.089818, 0.134550], [-2.366388, -1.443736, 1.000056], [-2.672638, 0.151006, -0.367085], [-0.881772, -0.150444, -1.764449], [-0.221523, 0.642729, -3.056329], [-0.227133, -0.966881, -3.131529], [0.512419, 1.942787, 1.191971]],
  "atomic_forces_ev_per_a": [[-0.8, 0.8, 0.8], [1.9, 0.3, 0.9], [0.0, 0.3, -0.6], [0.8, 0.6, 1.6], [-2.4, -0.6, -1.8], [3.2, -1.5, -1.3], [-1.4, -4.9, 1.9], [0.2, -0.1, -0.6], [-0.3, 0.1, 0.1], [-0.4, -1.0, 0.6], [-1.1, 0.2, -0.4], [-0.4, 0.2, -0.4], [-0.5, 0.3, 0.5], [1.1, 0.3, 0.7], [-0.5, 0.0, -0.4], [0.4, 0.9, -0.3], [-0.5, -0.9, 0.9], [-1.1, 0.9, 1.2], [1.7, 0.1, -1.5], [-0.4, 3.1, -2.2], [0.4, 1.4, 1.0], [0.2, -0.5, -0.7]],
  "e_lumo_ev": -8.6,
  "total_charge": 1
}